{"formula": "C43H46NOSi", "method": "wB97M-V/def2-TZVPD", "total_energy_ev": -56746.4864, "total_charge": 1, "homo_ev": -8.769, "homo_lumo_gap_ev": 3.1, "relative_energy_kcal_mol": 0.0, "e_lumo_ev": -5.679, "multiplicity": 1, "elements": ["C", "Si", "C", "C", "O", "C", "C", "C", "C", "C", "C", "C", "C", "C", "C", "C", "C", "C", "C", "C", "C", "C", "N", "C", "C", "C", "C", "C", "C", "C", "C", "H", "H", "H", "H", "H", "H", "H", "H", "H", "H", "H", "H", "H", "H", "H", "H", "H", "H", "H", "H", "H", "H", "H", "H", "H", "H", "H", "H", "H", "H", "H", "H", "H", "C", "C", "C", "C", "C", "C", "C", "C", "C", "C", "C", "C", "C", "C", "C", "H", "H", "H", "H", "H", "H", "H", "H", "H", "H", "H", "H", "H"], "positions_angstrom": [[2.2565, 5.4996, 0.9170], [2.8350, 3.9304, 0.1068], [3.0555, 4.1725, -1.7137], [4.3959, 3.2624, 0.8697], [1.6827, 2.7668, 0.4186], [0.6354, 2.1590, -0.3222], [-0.1821, 3.2947, -1.0016], [-0.1795, 3.4625, -2.3914], [-0.9649, 4.4674, -2.9758], [-1.6020, 5.4109, -2.1775], [-1.4629, 5.3474, -0.7894], [-0.7826, 4.2758, -0.1964], [1.2264, 1.0515, -1.2454], [2.5159, 0.5421, -1.0431], [3.0383, -0.4147, -1.9225], [2.2530, -0.9141, -2.9654], [0.9493, -0.4445, -3.1325], [0.4310, 0.5132, -2.2582], [-0.1803, 1.4390, 0.7886], [0.6521, 0.4597, 1.6607], [-0.0886, -0.8716, 1.7058], [-1.2952, -0.7522, 0.7623], [-1.2843, 0.6180, 0.2869], [-2.3706, 1.1215, -0.3395], [-3.5786, 0.4600, -0.4532], [-4.8085, 1.2224, -0.5311], [-6.0043, 0.7122, -1.1072], [-7.1683, 1.4824, -1.1565], [-7.2041, 2.7723, -0.5965], [-6.0320, 3.2963, -0.0299], [-4.8628, 2.5402, 0.0115], [3.0033, 6.2781, 0.7045], [1.2818, 5.8325, 0.5373], [2.1768, 5.3682, 2.0043], [4.0260, 4.6771, -1.8412], [3.0774, 3.2260, -2.2682], [2.2658, 4.8076, -2.1335], [5.1793, 4.0287, 0.7750], [4.2549, 3.0281, 1.9343], [4.7374, 2.3526, 0.3570], [0.4498, 2.8327, -3.0233], [-1.0484, 4.5081, -4.0634], [-2.1864, 6.2150, -2.6324], [-1.8791, 6.1307, -0.1560], [-0.6802, 4.2296, 0.8916], [3.1373, 0.9036, -0.2210], [4.0630, -0.7641, -1.7695], [2.6599, -1.6731, -3.6404], [0.3267, -0.8038, -3.9511], [-0.5911, 0.8756, -2.3706], [-0.6073, 2.2144, 1.4602], [1.6802, 0.3306, 1.3119], [0.6909, 0.8947, 2.6643], [0.5384, -1.7178, 1.3902], [-0.4582, -1.1143, 2.7138], [-1.1827, -1.4486, -0.0909], [-2.2547, -1.0201, 1.2494], [-2.2650, 2.1432, -0.7401], [-3.6123, -0.6333, -0.4875], [-5.9893, -0.2965, -1.5341], [-8.0761, 1.0793, -1.6137], [-8.1247, 3.3638, -0.6017], [-6.0396, 4.2978, 0.4032], [-3.9653, 2.9471, 0.4873], [-0.5470, -3.9857, 0.9548], [-1.4727, -4.8755, 1.5968], [-2.8886, -4.7522, 1.4397], [-3.7583, -5.6025, 2.1150], [-3.2561, -6.5835, 2.9925], [-1.8696, -6.7543, 3.1240], [-0.9925, -5.9352, 2.4209], [0.8488, -4.1089, 1.1191], [1.8202, -3.7328, 0.1895], [3.2197, -4.0802, 0.2706], [4.1987, -3.4668, -0.5670], [5.5600, -3.6740, -0.3680], [6.0032, -4.5798, 0.6114], [5.0574, -5.2787, 1.3754], [3.6916, -5.0421, 1.2065], [-0.9418, -3.2524, 0.2444], [-3.2803, -3.9822, 0.7678], [-4.8391, -5.5095, 1.9811], [-3.9333, -7.2293, 3.5567], [-1.4602, -7.5242, 3.7806], [0.0816, -6.1049, 2.4919], [1.2158, -4.5107, 2.0788], [1.4975, -3.1687, -0.6912], [3.8624, -2.8011, -1.3661], [6.2947, -3.1250, -0.9619], [7.0720, -4.7212, 0.7907], [5.3916, -5.9995, 2.1245], [2.9597, -5.5958, 1.7970]], "forces_ev_per_angstrom": [[0.25, 0.16, 0.09], [-0.60, -0.27, 0.00], [0.22, 0.20, -0.26], [0.14, 0.13, 0.12], [-0.11, -0.43, 0.19], [0.71, -0.08, 0.33], [0.75, -0.23, -0.30], [-0.45, 0.24, 0.13], [0.34, -0.17, 0.04], [-0.07, 0.04, 0.05], [0.18, -0.36, 0.20], [-0.14, 0.11, -0.36], [-0.39, 0.57, 0.23], [0.07, 0.07, -0.36], [-0.33, 0.06, 0.22], [0.16, -0.02, 0.05], [-0.12, -0.01, 0.19], [0.21, -0.17, -0.14], [-0.57, -0.20, 0.25], [-0.02, 0.61, 0.31], [-0.45, -0.66, 0.06], [0.24, 0.12, -0.22], [0.75, -0.80, -0.18], [-1.61, -0.13, 0.00], [1.41, 0.26, -0.28], [-1.31, 0.96, -0.50], [0.50, 0.32, 0.19], [-0.02, 0.24, 0.35], [0.48, -0.24, -0.12], [-0.24, -0.23, -0.16], [-0.06, -0.60, -0.28], [-0.23, 0.01, 0.19], [0.30, -0.09, 0.01], [0.05, 0.10, -0.20], [-0.24, -0.08, -0.21], [0.06, 0.17, 0.10], [0.21, -0.10, 0.04], [-0.05, -0.27, 0.12], [0.07, 0.09, -0.24], [-0.02, 0.25, 0.09], [-0.45, 0.10, 0.19], [0.10, 0.13, 0.32], [0.21, -0.29, 0.16], [0.01, -0.22, -0.18], [-0.11, 0.01, -0.40], [-0.27, 0.04, -0.35], [-0.34, 0.16, -0.13], [-0.14, 0.33, 0.14], [0.18, -0.02, 0.19], [0.29, -0.19, -0.12], [0.31, -0.22, -0.44], [-0.30, 0.19, 0.01], [0.25, -0.13, -0.18], [-0.08, 0.63, 0.23], [0.27, 0.15, -0.21], [-0.15, 0.34, -0.01], [0.24, 0.36, -0.13], [-0.28, -0.42, 0.78], [-0.12, 0.36, 0.43], [-0.06, 0.37, 0.12], [0.35, 0.07, 0.15], [0.36, -0.28, -0.05], [0.00, -0.27, -0.11], [-0.39, -0.11, -0.10], [0.46, -0.87, -0.45], [-0.30, -0.15, 0.57], [0.36, 0.06, -0.06], [0.12, -0.09, 0.16], [0.30, 0.32, -0.38], [0.21, 0.21, -0.14], [-0.31, 0.09, 0.09], [0.56, 0.21, 0.44], [-0.61, -0.07, 0.04], [0.80, -0.36, 0.16], [-0.44, 0.07, 0.05], [-0.02, -0.22, 0.18], [-0.57, 0.30, -0.02], [-0.27, 0.03, -0.01], [0.15, 0.31, 0.02], [0.13, -0.41, 0.05], [0.10, -0.22, 0.29], [0.43, 0.05, 0.02], [0.18, 0.26, -0.25], [-0.22, 0.19, -0.24], [-0.39, -0.03, 0.09], [-0.30, -0.16, -0.76], [0.10, -0.04, 0.12], [0.10, -0.18, 0.40], [-0.33, -0.24, 0.10], [-0.40, -0.02, -0.12], [-0.14, 0.20, -0.29], [0.38, 0.10, -0.10]], "mulliken_charge": [-1.1334, 0.5095, -0.9065, -1.1315, -0.2879, 2.0745, -0.2324, -0.2487, -1.0421, -0.5881, -0.9397, -0.3288, 0.0643, -0.1309, -1.3040, -0.8121, -1.3626, -0.0821, -0.9361, -1.1003, 0.2262, -1.1821, 0.4634, 0.5267, -1.7224, 0.6147, -0.4873, -0.4751, -0.4592, -0.6834, -0.2362, 0.3840, 0.2800, 0.3044, 0.5258, 0.2385, 0.2518, 0.4058, 0.3271, 0.2813, 0.6037, 0.4343, 0.4204, 0.4969, 0.5903, 0.4713, 0.8159, 0.4112, 0.4895, 0.5890, 0.8591, 0.3408, 0.3474, -0.5487, 0.4688, 0.3549, 0.5081, 0.5520, 0.3535, 0.3367, 0.3483, 0.3647, 0.3612, 0.3554, 0.0706, 0.1878, -0.3004, -0.7646, -0.2919, -0.8071, -0.1756, -0.2468, -0.1654, 0.3826, -0.1124, -0.7073, -0.3762, -0.7719, -0.3075, 0.5092, 0.4332, 0.3989, 0.3908, 0.3977, 0.4266, 0.5206, 0.3358, 0.3240, 0.4148, 0.3949, 0.3901, 0.4597]}